No. 1
ORCA calculation (ωB97M-V/def2-TZVPD) on C5H10NS as an isolated structure in a non-equilibrium geometry.

Properties
HOMO level ... -12.4 eV
2S+1 ... 1
DFT total energy ... -648.9742 Ha
Total charge ... +1
Energy relative to the best compared isomer or geometry (same formula, charge and spin) ... 6.836 eV

Each line ends with the natural charge from an NBO analysis.
Geometry (Å):
C 0.7856 -0.9679 -0.6670  -0.376
C 1.9007 -0.5043 -1.1889  -0.246
C 0.2148 0.2708 -0.1996  -0.076
C -1.6726 0.6431 -1.8600  -0.349
C 0.3404 0.0076 2.1475  -0.453
N -0.6292 0.1296 1.0173  -0.523
S 1.5397 1.2356 -0.8488  0.339
H 0.5437 -2.0355 -0.6144  0.252
H 2.8347 -0.8232 -1.5949  0.258
H -2.4593 0.0741 -1.7349  0.169
H -0.9266 0.4350 -2.5253  0.201
H -1.8888 1.5812 -1.5341  0.179
H -0.0732 -0.4441 3.0567  0.242
H 1.1277 -0.6998 1.6692  0.240
H 0.7675 0.8471 2.5798  0.250
H -1.1719 0.9417 1.2278  0.440
H -1.2332 -0.6908 1.0697  0.455

---

No. 2
ORCA calculation (ωB97M-V/def2-TZVPD) on C5H10NS as an isolated structure in a non-equilibrium geometry.

Properties
HOMO level ... -13.5 eV
2S+1 ... 1
DFT total energy ... -649.0225 Ha
Total charge ... +1
Energy relative to the best compared isomer or geometry (same formula, charge and spin) ... 5.519 eV

Each line ends with the natural charge from an NBO analysis.
Geometry (Å):
C -0.9690 0.0357 0.2696  0.107
C -1.6332 0.5174 1.7124  -0.262
C 0.5239 0.3675 -0.0481  -0.232
C 0.1728 -0.7153 -1.1533  -0.192
C 1.5190 0.1107 1.0508  -0.592
N -1.2569 -0.6081 -0.9241  -0.577
S 0.6231 -0.2598 -2.8420  0.022
H -2.6236 0.3533 2.0427  0.219
H -0.8053 0.8882 2.4714  0.242
H 0.5695 1.3690 -0.5076  0.233
H 0.6402 -1.6505 -0.8616  0.258
H 1.0771 0.4912 1.9181  0.224
H 2.3670 0.7033 0.7880  0.236
H 1.6669 -0.8894 1.0962  0.220
H -1.8545 -1.5089 -1.0363  0.472
H -1.5778 0.1289 -1.5327  0.455
H 1.5608 0.6666 -2.4435  0.166

---

No. 3
ORCA calculation (ωB97M-V/def2-TZVPD) on a 2-piece molecular cluster, C5H10NS overall in a non-equilibrium geometry.

Properties
HOMO level (spin up / spin down) ... -11.2 / -11.2 eV
2S+1 ... 1
DFT total energy ... -648.9447 Ha
Total charge ... +1
Energy relative to the best compared isomer or geometry (same formula, charge and spin) ... 7.638 eV

Each line ends with the natural charge from an NBO analysis.
Geometry (Å):
C -0.2651 1.9792 1.0288  -0.089
C 0.1524 0.2490 -1.8279  -0.402
C 1.3691 0.0327 1.2136  -0.432
C -0.1648 1.6688 2.2482  -0.010
C -1.3311 -2.1076 -1.4717  -0.795
N 0.0300 0.6137 1.2446  -0.517
S -1.2888 -0.4928 -2.0999  0.772
H 1.8061 -0.0427 2.2120  0.230
H 1.1232 -0.8884 0.6229  0.182
H 1.9424 0.6732 0.5031  0.170
H -0.0577 1.5673 3.3346  0.263
H 0.1498 1.3940 -2.0462  0.290
H -0.0125 2.7951 0.3120  0.228
H -1.1620 -2.9296 -2.0925  0.284
H -2.4739 -2.0184 -1.2641  0.275
H -0.8775 -2.1954 -0.5712  0.265
H 1.0604 -0.2984 -1.3463  0.286

---

No. 4
ORCA calculation (ωB97M-V/def2-TZVPD) on C5H10O as an isolated structure in a non-equilibrium geometry.

Properties
HOMO level ... -8.6 eV
2S+1 ... 1
DFT total energy ... -271.5924 Ha
Total charge ... 0
Energy relative to the best compared isomer or geometry (same formula, charge and spin) ... 4.360 eV

Each line ends with the natural charge from an NBO analysis.
Geometry (Å):
C 2.1073 -0.4442 -0.0150  -0.608
C 0.9289 0.9693 -0.4928  -0.359
C 0.2988 0.0961 0.4364  0.474
O 0.3690 0.0045 1.6608  -0.634
C -0.9696 -0.3628 -0.2447  -0.474
C -2.2641 -0.0588 0.3680  -0.593
H 2.5322 -0.4387 -1.0095  0.203
H 2.7750 0.1295 0.6164  0.242
H 2.0657 -1.4582 0.4060  0.270
H 0.8945 0.7130 -1.5519  0.205
H 0.9102 2.0385 -0.3230  0.243
H -0.9005 -1.4350 -0.3047  0.209
H -1.0276 -0.0363 -1.2797  0.189
H -2.3808 1.0199 0.3887  0.194
H -3.1833 -0.4732 -0.0436  0.216
H -2.2251 -0.3765 1.4017  0.224

---

No. 5
ORCA calculation (ωB97M-V/def2-TZVPD) on one molecule with the formula C5H10O.

Properties
HOMO level ... -10.2 eV
2S+1 ... 1
DFT total energy ... -271.7168 Ha
Structure (SMILES) ... C[C@@H](O)C1CC1
Total charge ... 0
Energy relative to the best compared isomer or geometry (same formula, charge and spin) ... 0.975 eV

Each line ends with the natural charge from an NBO analysis.
Geometry (Å):
C 0.7202 1.8959 0.1585  -0.618
C -0.0955 0.7684 -0.4589  0.100
O 0.0896 0.8704 -1.8627  -0.719
C 0.3245 -0.5914 0.0624  -0.250
C -0.3898 -1.2149 1.2277  -0.418
C -0.5448 -1.8002 -0.1477  -0.427
H 1.7888 1.6521 0.1583  0.207
H 0.4072 2.0868 1.1890  0.211
H 0.5774 2.8045 -0.4315  0.223
H -1.1611 0.9238 -0.2091  0.151
H -0.5067 0.2388 -2.2813  0.467
H 1.3974 -0.7703 -0.0028  0.217
H 0.1905 -1.7620 1.9657  0.218
H -1.2408 -0.6776 1.6413  0.212
H -1.5047 -1.6795 -0.6467  0.207
H -0.0521 -2.7446 -0.3622  0.218

---

No. 6
ORCA calculation (ωB97M-V/def2-TZVPD) on a 2-piece molecular cluster, C5H10O overall.

Properties
HOMO level ... -8.2 eV
2S+1 ... 1
DFT total energy ... -271.5874 Ha
Total charge ... 0
Energy relative to the best compared isomer or geometry (same formula, charge and spin) ... 4.496 eV

Each line ends with the natural charge from an NBO analysis.
Geometry (Å):
C -1.2149 -1.0479 -0.9073  -0.748
C 0.1624 0.8876 -0.3168  0.066
C -0.9226 1.5727 0.4577  -0.739
C 1.1322 0.1750 0.5772  -0.658
C 1.9627 -0.9517 -0.0156  0.455
O 1.8201 -1.4470 -1.1086  -0.508
H -2.2253 -0.6947 -1.1329  0.215
H -1.1538 -1.4040 0.1249  0.207
H -0.8831 -1.8228 -1.6023  0.239
H -0.4981 -0.1638 -1.1330  0.220
H -0.4732 2.5411 0.7361  0.258
H -1.7933 1.8120 -0.1644  0.230
H -1.2590 1.0959 1.3964  0.183
H 1.8529 0.9711 0.8441  0.277
H 0.7537 -0.1868 1.5575  0.199
H 2.7392 -1.3367 0.6869  0.105

---

No. 7
ORCA calculation (ωB97M-V/def2-TZVPD) on one molecule with the formula C5H10O in a non-equilibrium geometry.

Properties
HOMO level ... -9.8 eV
2S+1 ... 1
DFT total energy ... -271.6583 Ha
Structure (SMILES) ... CC(C)[C@H]1CO1
Total charge ... 0
Energy relative to the best compared isomer or geometry (same formula, charge and spin) ... 2.568 eV

Each line ends with the natural charge from an NBO analysis.
Geometry (Å):
C 1.6434 -0.8414 0.3140  -0.642
C 0.1981 -0.1386 0.4930  -0.232
C 0.3842 1.3578 0.5798  -0.609
C -0.6839 -0.5191 -0.6811  0.017
C -2.1409 -0.2283 -0.8172  -0.102
O -1.1740 0.4779 -1.5786  -0.497
H 1.7333 -1.9153 0.0164  0.215
H 2.0893 -0.7934 1.3037  0.216
H 2.3026 -0.3092 -0.3963  0.211
H -0.2561 -0.5904 1.3852  0.206
H 1.1042 1.5790 1.3652  0.207
H -0.5496 1.8947 0.7690  0.215
H 0.7641 1.7148 -0.3835  0.217
H 0.0933 -1.2524 -0.9321  0.216
H -2.8658 -0.8169 -1.3922  0.187
H -2.6424 0.3809 -0.0452  0.175

---

No. 8
ORCA calculation (ωB97M-V/def2-TZVPD) on one molecule with the formula C5H10O in a non-equilibrium geometry.

Properties
HOMO level (spin up / spin down) ... -7.1 / -6.1 eV
2S+1 ... 1
DFT total energy ... -271.5636 Ha
Total charge ... 0
Energy relative to the best compared isomer or geometry (same formula, charge and spin) ... 5.145 eV

Each line ends with the natural charge from an NBO analysis.
Geometry (Å):
C -0.8768 0.1868 -1.4023  -0.693
C -0.3099 0.0933 -0.0233  0.409
C -0.2934 1.3568 0.7659  -0.696
C -0.1481 -1.2221 0.6444  -0.564
C 1.3111 -0.9756 0.7829  -0.170
O 1.6179 -0.4579 -0.5949  -0.716
H -0.5988 1.1163 -1.9106  0.221
H -0.5850 -0.6674 -2.0125  0.240
H -1.9732 0.1820 -1.2875  0.229
H -0.0102 1.1710 1.8025  0.243
H -1.2813 1.8391 0.6898  0.216
H 0.4198 2.0712 0.3356  0.220
H -0.6729 -1.2202 1.6094  0.238
H -0.5295 -2.0510 0.0216  0.186
H 1.9228 -1.8558 1.0285  0.164
H 2.0424 0.3985 -0.4715  0.473